# 1
The following is a DFT calculation (ωB97M-V with the def2-TZVPD basis set) of 12 unconnected molecules or ions with the total composition H24O12 in a non-equilibrium geometry.

Properties
Energy relative to the best compared isomer or geometry (same formula, charge and spin) (eV): 3.098
E_HOMO (eV): -10.45
Total charge: 0
Structure (SMILES): O.O.O.O.O.O.O.O.O.O.O.O

Each line ends with the Mulliken charge.
Positions of all 36 atoms, in Å:
O -0.51 0.66 -0.15  -0.75
H 0.40 0.47 -0.41  0.37
H -1.02 -0.06 -0.55  0.22
O 2.04 -1.89 -1.06  -0.68
H 2.24 -2.79 -0.79  0.32
H 1.13 -1.75 -0.79  0.33
O 1.58 -2.36 1.66  -0.61
H 1.74 -1.95 2.52  0.32
H 2.35 -2.12 1.14  0.31
O 0.94 2.52 -0.07  -0.67
H 0.62 2.24 -0.94  0.29
H 0.55 1.88 0.53  0.51
O -3.93 2.11 -2.34  -0.60
H -4.02 3.07 -2.29  0.31
H -4.67 1.78 -1.81  0.30
O -2.87 -0.74 -0.31  -0.60
H -2.07 -1.19 -0.02  0.31
H -3.24 -0.37 0.50  0.31
O -0.15 2.45 2.95  -0.60
H -0.93 2.42 2.39  0.30
H 0.49 2.96 2.44  0.28
O 0.49 -2.39 -2.89  -0.61
H 1.21 -1.87 -3.26  0.32
H -0.29 -2.07 -3.36  0.29
O 0.69 -0.29 2.76  -0.56
H 0.47 -0.32 1.83  0.39
H -0.14 -0.50 3.21  0.25
O -0.33 0.83 -4.13  -0.61
H -0.99 1.20 -3.54  0.31
H -0.14 1.54 -4.75  0.30
O 3.40 1.52 2.65  -0.58
H 4.17 1.79 3.16  0.29
H 3.40 2.12 1.89  0.31
O -1.25 -2.55 0.94  -0.67
H -1.45 -2.35 1.86  0.29
H -0.41 -3.03 0.99  0.30



# 2
The following is a DFT calculation (ωB97M-V with the def2-TZVPD basis set) of 12 unconnected molecules or ions with the total composition H24O12 in a non-equilibrium geometry.

Properties
Energy relative to the best compared isomer or geometry (same formula, charge and spin) (eV): 5.265
E_HOMO (eV): -10.54
Total charge: 0
Structure (SMILES): O.O.O.O.O.O.O.O.O.O.O.O

Each line ends with the Mulliken charge.
Positions of all 36 atoms, in Å:
O -3.98 0.84 1.37  -0.61
H -4.29 0.08 0.85  0.29
H -4.79 1.41 1.13  0.32
O -2.52 -1.46 -0.52  -0.59
H -2.59 -0.71 -1.16  0.32
H -2.83 -2.23 -0.69  0.28
O 2.06 1.91 1.80  -0.58
H 1.85 1.39 1.01  0.32
H 1.99 2.70 1.45  0.26
O 0.05 -3.35 2.58  -0.63
H 1.01 -3.09 2.35  0.37
H 0.22 -3.31 3.54  0.27
O -0.39 1.13 -2.19  -0.61
H -0.18 2.14 -1.98  0.33
H 0.30 0.88 -2.85  0.32
O 0.29 4.79 0.27  -0.61
H 0.49 4.51 -0.55  0.31
H 0.04 4.06 0.89  0.31
O 0.99 -3.10 -3.48  -0.59
H 1.30 -4.03 -3.13  0.36
H 0.89 -2.52 -2.70  0.19
O -3.19 2.15 3.39  -0.64
H -3.39 2.81 2.61  0.31
H -2.87 1.37 2.89  0.34
O -0.63 -3.63 -0.74  -0.61
H -0.06 -2.78 -0.76  0.29
H -0.56 -3.91 0.21  0.33
O 3.42 -1.18 -1.82  -0.61
H 3.30 -2.00 -1.28  0.32
H 2.52 -1.15 -2.18  0.30
O 1.66 2.98 -2.54  -0.67
H 1.02 3.39 -3.16  0.33
H 2.50 3.53 -2.68  0.28
O 2.28 -1.55 2.50  -0.58
H 2.13 -0.75 2.18  0.25
H 1.99 -1.32 3.38  0.32



# 3
The following is a DFT calculation (ωB97M-V with the def2-TZVPD basis set) of 12 unconnected molecules or ions with the total composition H24O12 in a non-equilibrium geometry.

Properties
Energy relative to the best compared isomer or geometry (same formula, charge and spin) (eV): 4.409
E_HOMO (eV): -10.04
Total charge: 0
Structure (SMILES): O.O.O.O.O.O.O.O.O.O.O.O

Each line ends with the Mulliken charge.
Positions of all 36 atoms, in Å:
O -0.03 -1.15 -0.51  -0.54
H 0.82 -1.32 -0.83  0.19
H -0.02 -0.18 -0.43  0.34
O -4.89 -1.58 -1.86  -0.63
H -5.70 -1.08 -1.64  0.33
H -4.20 -0.82 -1.99  0.31
O 0.93 4.63 -0.79  -0.65
H 1.02 4.45 0.12  0.32
H 1.50 3.92 -1.18  0.33
O -1.55 3.06 -1.87  -0.73
H -0.68 3.44 -1.74  0.34
H -1.38 2.44 -2.67  0.37
O -0.65 3.30 2.13  -0.61
H -1.14 2.85 1.41  0.33
H -0.57 4.18 1.92  0.27
O -1.92 0.93 -0.50  -0.54
H -2.69 0.64 -1.06  0.19
H -1.53 1.69 -0.96  0.41
O 2.88 0.28 0.13  -0.60
H 3.23 0.97 -0.50  0.29
H 2.69 -0.36 -0.49  0.25
O -1.28 -0.50 2.74  -0.66
H -2.15 -0.54 3.09  0.29
H -1.48 -0.16 1.82  0.31
O 3.98 -3.73 -1.95  -0.61
H 4.35 -3.91 -1.08  0.32
H 3.97 -2.82 -2.12  0.29
O -4.16 -3.54 0.82  -0.61
H -4.43 -2.69 0.61  0.30
H -3.25 -3.54 1.12  0.32
O 1.23 -1.66 1.56  -0.49
H 1.59 -2.57 1.73  0.29
H 0.53 -1.47 2.11  0.27
O 5.40 -0.34 0.42  -0.56
H 4.70 -1.06 0.49  0.31
H 5.25 0.17 -0.38  0.28



# 4
The following is a DFT calculation (ωB97M-V with the def2-TZVPD basis set) of 12 unconnected molecules or ions with the total composition H24O12 in a non-equilibrium geometry.

Properties
Energy relative to the best compared isomer or geometry (same formula, charge and spin) (eV): 5.025
E_HOMO (eV): -8.91
Total charge: 0
Structure (SMILES): O.O.O.O.O.O.O.O.O.O.O.O

Each line ends with the Mulliken charge.
Positions of all 36 atoms, in Å:
O -0.40 0.39 0.30  -0.54
H 0.51 0.45 0.00  0.33
H -0.60 -0.55 0.26  0.21
O 4.17 -1.67 -0.09  -0.54
H 4.89 -1.04 -0.22  0.33
H 4.62 -2.52 -0.03  0.26
O 0.87 -1.18 1.26  -0.49
H 1.68 -0.80 1.62  0.14
H 1.15 -1.62 0.46  0.40
O -0.98 -1.64 2.19  -0.50
H -1.38 -1.98 1.38  0.24
H -1.40 -2.16 2.89  0.23
O -4.69 -1.58 -1.09  -0.60
H -4.26 -0.80 -0.74  0.30
H -4.28 -2.32 -0.62  0.30
O 4.57 0.41 1.03  -0.59
H 5.52 0.31 1.16  0.28
H 4.35 1.23 1.49  0.28
O 0.03 -3.74 -1.48  -0.58
H -0.79 -4.24 -1.36  0.30
H 0.69 -4.41 -1.65  0.30
O 1.62 3.80 -1.44  -0.61
H 0.97 4.51 -1.37  0.29
H 1.67 3.44 -0.54  0.33
O -2.72 0.41 -2.84  -0.59
H -2.64 0.23 -1.90  0.26
H -2.67 -0.46 -3.25  0.32
O 1.60 -0.86 -1.11  -0.57
H 2.41 -1.13 -1.57  0.26
H 0.92 -1.42 -1.49  0.25
O -0.75 5.38 0.08  -0.64
H -0.78 6.25 -0.34  0.33
H -0.78 4.76 -0.65  0.31
O -3.65 0.66 3.31  -0.64
H -4.28 0.51 2.59  0.30
H -2.79 0.66 2.87  0.35



# 5
The following is a DFT calculation (ωB97M-V with the def2-TZVPD basis set) of 12 unconnected molecules or ions with the total composition H24O12.

Properties
Energy relative to the best compared isomer or geometry (same formula, charge and spin) (eV): 2.863
E_HOMO (eV): -10.61
Total charge: 0
Structure (SMILES): O.O.O.O.O.O.O.O.O.O.O.O

Each line ends with the Mulliken charge.
Positions of all 36 atoms, in Å:
O -0.24 0.13 0.27  -0.29
H -1.16 0.31 0.48  0.19
H -0.28 -0.45 -0.49  0.17
O -1.93 -2.75 -1.34  -0.61
H -1.30 -2.19 -0.87  0.29
H -2.12 -3.46 -0.72  0.28
O -0.60 3.08 -3.22  -0.59
H -0.65 3.01 -4.18  0.30
H -1.47 3.39 -2.95  0.30
O 0.12 -0.46 -3.76  -0.63
H -0.12 -0.08 -2.91  0.27
H -0.52 -1.17 -3.89  0.33
O -3.09 -3.06 2.17  -0.63
H -3.01 -2.94 1.21  0.28
H -2.17 -3.12 2.47  0.34
O 4.25 0.20 2.77  -0.66
H 3.90 0.17 1.87  0.44
H 4.12 1.12 3.04  0.27
O 0.93 -2.13 2.45  -0.63
H 0.99 -1.18 2.32  0.32
H 1.83 -2.44 2.32  0.29
O -2.89 1.08 -0.82  -0.59
H -3.82 1.27 -0.63  0.28
H -2.49 1.95 -0.91  0.29
O 3.36 0.44 0.29  -0.68
H 3.20 1.39 0.23  0.30
H 3.73 0.22 -0.58  0.30
O -1.50 0.92 3.30  -0.58
H -2.22 1.01 2.67  0.29
H -1.94 0.67 4.12  0.29
O 0.09 3.26 0.40  -0.54
H -0.67 3.58 -0.10  0.26
H 0.77 3.93 0.24  0.29
O 1.94 -1.80 -1.89  -0.52
H 2.14 -2.26 -1.07  0.30
H 2.80 -1.62 -2.29  0.26



# 6
The following is a DFT calculation (ωB97M-V with the def2-TZVPD basis set) of 12 unconnected molecules or ions with the total composition H24O12 in a non-equilibrium geometry.

Properties
Energy relative to the best compared isomer or geometry (same formula, charge and spin) (eV): 4.521
E_HOMO (eV): -10.25
Total charge: 0
Structure (SMILES): O.O.O.O.O.O.O.O.O.O.O.O

Each line ends with the Mulliken charge.
Positions of all 36 atoms, in Å:
O -0.30 -0.15 0.60  -0.50
H -0.35 -1.12 0.80  0.11
H -1.06 0.07 0.05  0.42
O -2.57 -1.03 -4.22  -0.61
H -2.13 -1.83 -4.06  0.31
H -3.19 -1.05 -3.46  0.30
O 2.70 3.29 0.20  -0.62
H 1.79 3.09 0.27  0.32
H 3.13 3.26 1.08  0.29
O 3.65 -1.17 -2.21  -0.59
H 2.98 -1.03 -1.60  0.23
H 4.26 -0.47 -1.97  0.29
O -2.19 -2.73 2.62  -0.62
H -2.25 -2.92 3.62  0.33
H -1.24 -2.65 2.53  0.30
O 0.19 3.05 3.04  -0.52
H 0.96 2.88 3.55  0.27
H -0.35 3.59 3.51  0.26
O -2.50 4.15 0.63  -0.61
H -1.65 3.75 0.65  0.29
H -2.84 3.83 -0.22  0.31
O 2.44 -0.56 2.21  -0.53
H 3.23 -0.08 2.30  0.27
H 2.64 -1.49 2.15  0.27
O 1.97 -2.00 -0.65  -0.61
H 1.13 -1.62 -1.11  0.32
H 1.65 -2.90 -0.64  0.34
O 0.58 0.19 -2.59  -0.57
H 1.14 0.96 -2.30  0.28
H -0.14 0.42 -3.17  0.28
O -1.07 -1.94 -1.93  -0.54
H -1.95 -2.08 -1.79  0.30
H -0.67 -2.27 -1.14  0.20
O -2.62 -0.21 0.80  -0.63
H -3.28 -0.90 0.77  0.27
H -2.11 -0.33 1.67  0.36



# 7
The following is a DFT calculation (ωB97M-V with the def2-TZVPD basis set) of 12 unconnected molecules or ions with the total composition H24O12 in a non-equilibrium geometry.

Properties
Energy relative to the best compared isomer or geometry (same formula, charge and spin) (eV): 5.675
E_HOMO (eV): -9.76
Total charge: 0
Structure (SMILES): O.O.O.O.O.O.O.O.O.O.O.O

Each line ends with the Mulliken charge.
Positions of all 36 atoms, in Å:
O -0.42 0.15 -0.06  -0.52
H 0.43 -0.17 -0.37  0.24
H -0.91 0.43 -0.76  0.26
O -2.42 1.47 1.53  -0.61
H -2.22 2.03 0.83  0.32
H -1.76 0.77 1.64  0.30
O 2.89 0.70 0.79  -0.57
H 2.45 -0.09 0.86  0.22
H 3.27 0.65 -0.10  0.35
O 0.42 1.30 -4.00  -0.61
H 1.04 1.36 -4.72  0.30
H 1.03 1.64 -3.33  0.30
O -1.49 -4.71 -0.01  -0.63
H -1.97 -5.16 -0.71  0.33
H -1.47 -3.69 -0.10  0.30
O 4.35 0.85 -1.74  -0.67
H 4.68 0.51 -0.93  0.31
H 4.69 1.75 -1.90  0.33
O 2.11 -1.37 3.06  -0.49
H 2.41 -2.26 2.92  0.26
H 2.55 -0.97 2.36  0.25
O 0.14 -1.55 -2.98  -0.60
H 0.36 -1.30 -3.95  0.32
H 0.05 -2.47 -3.12  0.29
O -0.98 2.09 3.56  -0.61
H -0.29 2.84 3.55  0.31
H -0.84 1.73 2.72  0.31
O -3.57 3.23 -0.10  -0.65
H -2.97 3.79 0.46  0.32
H -4.28 3.84 -0.29  0.29
O 0.87 0.04 3.69  -0.50
H -0.13 0.25 3.63  0.26
H 1.31 0.85 4.02  0.26
O -3.34 -2.89 -2.48  -0.62
H -2.52 -2.42 -2.43  0.31
H -3.44 -3.21 -1.55  0.30



# 8
The following is a DFT calculation (ωB97M-V with the def2-TZVPD basis set) of 12 unconnected molecules or ions with the total composition H24O12 in a non-equilibrium geometry.

Properties
Energy relative to the best compared isomer or geometry (same formula, charge and spin) (eV): 4.812
E_HOMO (eV): -10.99
Total charge: 0
Structure (SMILES): O.O.O.O.O.O.O.O.O.O.O.O

Each line ends with the Mulliken charge.
Positions of all 36 atoms, in Å:
O -0.70 -0.61 0.25  -0.63
H -0.76 0.31 -0.01  0.39
H -0.48 -1.04 -0.65  0.10
O -1.02 -2.79 -5.01  -0.59
H -1.96 -2.80 -5.13  0.32
H -0.76 -3.25 -4.29  0.27
O 2.83 -1.08 2.45  -0.61
H 1.99 -0.70 2.00  0.34
H 3.58 -0.63 2.11  0.26
O -1.06 2.97 2.16  -0.60
H -1.84 2.73 2.70  0.28
H -1.53 3.08 1.39  0.30
O 0.49 -1.82 4.64  -0.65
H 1.42 -1.60 5.06  0.34
H 0.61 -1.94 3.70  0.31
O 3.24 1.96 1.41  -0.60
H 2.82 2.43 0.67  0.25
H 3.96 1.49 1.00  0.27
O 1.03 -0.33 -2.19  -0.49
H 0.23 0.01 -2.50  0.24
H 0.98 -0.40 -1.24  0.34
O 0.67 1.81 0.78  -0.66
H 0.18 1.27 1.41  0.36
H 0.79 2.66 1.14  0.35
O -4.25 -0.67 2.58  -0.60
H -4.82 0.04 2.45  0.30
H -3.43 -0.14 2.77  0.30
O 2.26 2.79 -1.32  -0.54
H 1.82 3.10 -0.49  0.34
H 2.56 3.62 -1.64  0.30
O -1.68 -3.45 -1.49  -0.59
H -1.93 -4.04 -2.17  0.30
H -1.13 -2.68 -1.81  0.31
O -1.67 0.88 -4.16  -0.61
H -2.39 0.65 -3.63  0.30
H -0.89 0.60 -3.70  0.29



Among the records above, which one has the highest E_HOMO? number 4



E_HOMO of number 3 (H24O12)? -10.04 eV